Record 1
{
  "formula": "C5H5NO",
  "method": "ωB97M-V/def2-TZVPD",
  "smiles": "N#C/C=C\\CC=O",
  "fmax_ev_per_a": 1.12,
  "homo_ev": -10.293,
  "e_above_lowest_kj_mol": 129.9,
  "homo_lumo_gap_ev": 10.692,
  "e_tot_ev": -8802.073,
  "elements": ["N", "C", "C", "O", "C", "C", "C", "H", "H", "H", "H", "H"],
  "coordinates": [[2.819, 1.506, 0.283], [2.184, 0.569, 0.034], [1.430, -0.571, -0.404], [-1.193, -1.024, 1.544], [-1.643, -0.131, 0.869], [-0.826, 0.546, -0.232], [0.128, -0.514, -0.685], [1.978, -1.501, -0.520], [-2.687, 0.204, 1.007], [-1.490, 0.928, -1.017], [-0.303, 1.409, 0.204], [-0.336, -1.399, -1.113]],
  "atomic_forces_ev_per_a": [[-0.6458, -0.9038, -0.0995], [0.5194, 0.8218, 0.2243], [-0.1585, -0.0160, -0.1893], [-0.3440, 0.4111, -0.1912], [0.0639, -0.2193, 0.2282], [0.0952, -0.0404, -0.0034], [0.2279, -0.1108, 0.0912], [0.0450, 0.2100, -0.2544], [0.0704, 0.1336, 0.0338], [0.1078, -0.1759, 0.0964], [-0.0886, -0.1497, -0.0550], [0.1074, 0.0394, 0.1187]]
}

Record 2
{
  "formula": "C20H31N5O4",
  "method": "ωB97M-V/def2-TZVPD",
  "smiles": "CN(C[C@@H](O)CNC(=O)c1cnn(CC2CCC2)c1)C(=O)C[C@H]1CCCC(=O)N1",
  "fmax_ev_per_a": 1.93,
  "homo_ev": -9.372,
  "e_above_lowest_kj_mol": 56.6,
  "homo_lumo_gap_ev": 9.887,
  "e_tot_ev": -36884.039,
  "elements": ["C", "N", "C", "C", "O", "C", "N", "C", "O", "C", "C", "N", "N", "C", "C", "C", "C", "C", "C", "C", "O", "C", "C", "C", "C", "C", "C", "O", "N", "H", "H", "H", "H", "H", "H", "H", "H", "H", "H", "H", "H", "H", "H", "H", "H", "H", "H", "H", "H", "H", "H", "H", "H", "H", "H", "H", "H", "H", "H", "H"],
  "coordinates": [[2.892, -2.727, -0.588], [1.439, -2.772, -0.815], [0.701, -1.632, -0.239], [0.009, -1.922, 1.118], [0.992, -2.241, 2.087], [-0.884, -0.761, 1.624], [-0.170, 0.507, 1.830], [-0.043, 1.466, 0.906], [-0.519, 1.378, -0.223], [0.702, 2.624, 1.324], [1.373, 2.888, 2.535], [1.970, 4.060, 2.544], [1.689, 4.604, 1.354], [2.268, 5.904, 1.021], [1.374, 6.733, 0.071], [-0.014, 7.157, 0.570], [0.201, 8.459, -0.221], [1.716, 8.217, -0.105], [0.947, 3.760, 0.566], [0.868, -3.777, -1.529], [1.522, -4.736, -1.935], [-0.630, -3.721, -1.874], [-1.303, -5.087, -2.151], [-1.258, -6.077, -0.958], [-2.314, -5.753, 0.101], [-3.727, -5.731, -0.512], [-3.825, -5.035, -1.881], [-4.873, -4.640, -2.367], [-2.695, -4.909, -2.595], [3.418, -3.594, -0.995], [3.317, -1.842, -1.064], [3.127, -2.674, 0.475], [1.398, -0.805, -0.088], [-0.029, -1.243, -0.951], [-0.620, -2.808, 1.021], [1.580, -2.896, 1.698], [-1.726, -0.619, 0.942], [-1.316, -1.045, 2.585], [0.343, 0.609, 2.688], [1.433, 2.236, 3.395], [2.431, 6.454, 1.950], [3.249, 5.727, 0.581], [1.328, 6.216, -0.893], [-0.855, 6.539, 0.249], [-0.070, 7.346, 1.645], [-0.174, 8.416, -1.247], [-0.172, 9.368, 0.254], [2.128, 8.697, 0.786], [2.306, 8.478, -0.986], [0.654, 4.024, -0.440], [-1.203, -3.200, -1.114], [-0.697, -3.113, -2.775], [-0.778, -5.558, -2.987], [-1.453, -7.081, -1.338], [-0.261, -6.134, -0.519], [-2.271, -6.483, 0.911], [-2.097, -4.788, 0.561], [-4.077, -6.748, -0.687], [-4.449, -5.268, 0.160], [-2.871, -4.447, -3.473]],
  "atomic_forces_ev_per_a": [[0.0819, -0.2956, -0.3117], [0.1531, 0.6777, 0.8064], [-0.6814, 0.1690, -0.1328], [0.2277, 0.0819, -0.5396], [0.0595, 0.3754, 0.4364], [0.6462, -0.0025, -0.0333], [-0.3836, -1.4087, 0.5853], [-0.5645, -0.2349, -1.3440], [-0.0593, -0.1322, 0.1691], [0.9799, 1.6524, 0.1121], [-0.0957, -0.4976, 0.2164], [-0.1190, 0.0570, 0.1545], [-0.5556, -0.5385, -0.7648], [-0.2772, 0.3346, -0.5056], [0.9765, -0.9935, 1.3388], [-0.5982, -0.2606, -0.7609], [-0.2802, 0.7966, 0.5509], [0.0218, 0.1474, -0.9752], [0.4466, 0.6287, 0.6647], [-0.0706, -1.2612, -0.4353], [-0.1237, 0.4994, 0.1555], [0.0362, 0.0911, 0.3819], [0.3447, -0.5361, 0.0749], [-0.3335, 0.1676, -0.1796], [-0.1572, 0.1017, -0.3391], [0.2720, 0.2658, -0.3102], [-0.5191, 0.0235, 0.5978], [-0.2715, -0.2353, 0.4529], [1.3019, 0.0869, 0.0905], [-0.5003, 0.0133, -0.0278], [-0.0909, 0.0957, 0.0148], [-0.0437, 0.0677, 0.0476], [0.1059, -0.1549, 0.0052], [-0.0441, -0.1252, 0.0108], [-0.3972, -0.0186, -0.2334], [-0.0494, -0.0760, 0.0842], [0.3051, 0.1539, -0.0859], [0.1381, -0.1040, -0.0041], [-0.0801, -0.1000, 0.0110], [0.1206, 0.1838, 0.1004], [-0.1801, -0.2261, 0.0187], [0.0801, 0.0839, -0.1176], [-0.1763, 0.2443, -0.0186], [-0.0032, -0.0239, 0.2482], [0.1803, -0.1499, -0.0870], [0.1290, -0.1179, 0.1229], [-0.0551, -0.0005, -0.1646], [0.0147, -0.2365, -0.0265], [0.1548, 0.0592, 0.1910], [-0.0230, -0.0799, 0.1651], [-0.0907, 0.1366, 0.1427], [-0.0960, 0.1365, -0.1561], [0.0841, 0.1022, 0.1905], [-0.0878, -0.0111, -0.1426], [0.0337, 0.2869, -0.1369], [-0.0214, -0.0149, -0.0382], [0.0003, 0.1525, 0.0056], [-0.0129, -0.1456, -0.0168], [-0.0251, 0.0518, -0.1113], [0.1730, 0.0571, -0.1472]]
}

Record 3
{
  "formula": "C9H6Cl2N2O2",
  "method": "ωB97M-V/def2-TZVPD",
  "fmax_ev_per_a": 6.97,
  "homo_ev": -8.761,
  "e_above_lowest_kj_mol": 762.3,
  "homo_lumo_gap_ev": 7.762,
  "e_tot_ev": -41542.527,
  "elements": ["C", "C", "C", "C", "C", "C", "C", "C", "C", "N", "N", "O", "O", "Cl", "Cl", "H", "H", "H", "H", "H", "H"],
  "coordinates": [[-0.091, 0.819, 2.917], [0.817, -0.223, 3.003], [-0.530, 1.203, 1.616], [1.191, -0.798, 1.808], [-0.320, 0.525, 0.446], [0.632, -0.441, 0.511], [0.516, -1.110, -1.874], [-0.600, -0.462, -2.093], [-0.984, 1.113, -0.677], [1.059, -1.141, -0.624], [-1.298, -0.244, -3.270], [-1.123, -0.945, -4.213], [-2.029, 0.724, -3.279], [-0.153, 2.428, -1.484], [2.841, -1.644, -0.685], [-0.557, 1.259, 3.764], [1.219, -0.571, 4.000], [-1.265, 2.018, 1.691], [1.783, -1.661, 1.697], [1.008, -1.924, -2.379], [-2.116, 1.074, -0.876]],
  "atomic_forces_ev_per_a": [[-0.0903, -0.0807, -2.3917], [0.3871, -0.2938, 0.6599], [-1.5054, 0.6149, 4.0455], [-1.1263, 0.1442, -2.2563], [0.0583, 1.6516, 1.3510], [1.8416, -1.2207, 1.6729], [0.3845, -1.5652, 0.5940], [-0.7510, 3.5603, 3.5960], [-0.9294, -3.5829, -5.9030], [2.3884, -0.6528, 1.0018], [-0.3931, 1.0864, 0.2440], [0.5676, -1.8971, -1.8520], [-0.9042, 0.6957, 0.0015], [-0.3248, 0.2105, 0.5523], [-2.2850, 0.7293, 0.2304], [0.0398, 0.5501, 0.5968], [-0.4995, 0.2848, -1.4224], [0.2849, -0.2755, -0.6671], [1.0561, -0.7694, 0.5811], [-0.1962, 0.3203, -1.4763], [1.9968, 0.4900, 0.8417]]
}

Record 4
{
  "formula": "C34H23Cl8N3O3Ta",
  "method": "ωB97M-V/def2-TZVPD",
  "charge": -1,
  "fmax_ev_per_a": 0.79,
  "homo_ev": -5.035,
  "e_above_lowest_kj_mol": 11.1,
  "homo_lumo_gap_ev": 7.358,
  "e_tot_ev": -147980.104,
  "elements": ["Ta", "O", "C", "C", "C", "C", "C", "C", "C", "N", "N", "C", "O", "C", "C", "C", "C", "C", "C", "H", "H", "H", "H", "H", "H", "H", "H", "H", "H", "Cl", "C", "C", "C", "Cl", "C", "Cl", "C", "Cl", "C", "Cl", "Cl", "C", "C", "C", "C", "C", "C", "C", "H", "H", "H", "H", "H", "H", "C", "O", "H", "H", "H", "H", "Cl", "C", "C", "C", "C", "C", "Cl", "C", "N", "H", "H", "H"],
  "coordinates": [[-0.374, -0.454, 0.059], [-1.742, 0.928, 0.921], [-1.768, 2.170, 1.318], [-2.962, 2.914, 1.245], [-2.990, 4.236, 1.626], [-1.848, 4.874, 2.120], [-0.682, 4.148, 2.234], [-0.621, 2.809, 1.832], [0.567, 2.038, 2.087], [0.779, 0.852, 1.643], [1.857, 0.222, 2.277], [1.722, -1.065, 2.167], [0.783, -1.638, 1.493], [2.699, -1.939, 2.872], [2.580, -3.318, 2.755], [3.484, -4.155, 3.395], [4.511, -3.616, 4.156], [4.630, -2.236, 4.278], [3.728, -1.400, 3.641], [-3.849, 2.428, 0.856], [-3.916, 4.791, 1.537], [-1.884, 5.912, 2.419], [0.213, 4.606, 2.641], [1.305, 2.438, 2.781], [1.776, -3.719, 2.153], [3.387, -5.229, 3.296], [5.219, -4.267, 4.654], [5.432, -1.811, 4.869], [3.812, -0.325, 3.716], [-2.175, -1.598, 2.365], [-2.111, -2.790, 1.101], [-1.340, -2.492, -0.020], [-1.220, -3.524, -0.947], [-0.104, -3.389, -2.264], [-1.895, -4.739, -0.809], [-1.720, -5.988, -1.988], [-2.706, -4.959, 0.298], [-3.549, -6.452, 0.483], [-2.803, -3.980, 1.280], [-3.752, -4.253, 2.692], [4.441, -0.880, 0.274], [3.866, 0.345, -0.827], [4.762, 1.353, -1.158], [4.416, 2.307, -2.099], [3.176, 2.220, -2.719], [2.298, 1.214, -2.366], [2.587, 0.258, -1.383], [1.572, -0.779, -1.054], [5.732, 1.367, -0.680], [5.113, 3.095, -2.354], [2.889, 2.939, -3.476], [1.338, 1.148, -2.863], [2.028, -1.644, -0.570], [1.130, -1.097, -1.997], [-4.702, 0.493, -1.169], [-4.030, -0.338, -0.250], [-5.359, 1.219, -0.671], [-5.320, -0.144, -1.800], [-4.006, 1.041, -1.815], [-3.420, 0.210, 0.272], [-0.268, 3.137, -1.485], [-1.039, 2.281, -2.781], [-1.388, 2.997, -3.912], [-2.094, 2.386, -4.935], [-2.475, 1.061, -4.793], [-2.115, 0.352, -3.663], [-2.723, -1.260, -3.488], [-1.336, 0.908, -2.618], [-0.986, 0.226, -1.510], [-1.119, 4.043, -3.970], [-2.373, 2.946, -5.818], [-3.067, 0.566, -5.551]],
  "atomic_forces_ev_per_a": [[0.1234, 0.6632, 0.4152], [0.2531, -0.5242, -0.0232], [0.0746, 0.1707, -0.1024], [0.0181, -0.0346, 0.0009], [0.0040, 0.0228, 0.0064], [-0.0104, -0.0154, -0.0078], [-0.0083, -0.0059, -0.0026], [-0.0081, -0.0303, -0.0120], [0.0186, -0.0187, -0.1003], [0.2368, -0.2014, -0.1465], [-0.1041, 0.0345, -0.0310], [0.0388, 0.0143, -0.1109], [-0.2212, -0.1216, 0.0083], [-0.0458, -0.0019, 0.0329], [0.0039, -0.0097, -0.0197], [-0.0030, 0.0024, 0.0027], [-0.0067, 0.0055, -0.0020], [0.0023, -0.0026, -0.0018], [0.0140, 0.0107, 0.0043], [0.0088, -0.0015, 0.0089], [0.0020, -0.0021, 0.0014], [0.0035, -0.0001, -0.0018], [-0.0025, 0.0034, -0.0045], [-0.0026, 0.0035, 0.0111], [0.0000, 0.0000, 0.0008], [0.0017, 0.0017, 0.0004], [-0.0023, -0.0005, -0.0003], [-0.0011, -0.0013, -0.0012], [-0.0047, -0.0023, -0.0021], [-0.1518, -0.1003, 0.0830], [-0.0159, 0.0620, -0.0981], [-0.1189, -0.0987, 0.1485], [0.0585, -0.0604, 0.1156], [-0.0961, 0.0981, -0.1090], [0.0052, 0.0151, -0.0274], [-0.0161, -0.0004, -0.0107], [-0.0078, -0.0170, 0.0394], [-0.0163, 0.0005, -0.0138], [0.0025, -0.0071, -0.0205], [-0.0103, -0.0078, 0.0001], [-0.0027, -0.0135, 0.0326], [-0.0007, -0.0177, 0.0134], [-0.0008, -0.0006, -0.0074], [-0.0044, -0.0032, 0.0113], [0.0008, -0.0040, 0.0041], [-0.0388, 0.0238, 0.0083], [-0.0716, 0.0792, -0.0404], [0.2222, 0.2756, 0.2615], [0.0014, -0.0008, -0.0031], [0.0002, -0.0052, -0.0028], [-0.0011, 0.0009, 0.0035], [0.0013, 0.0011, 0.0143], [0.0353, 0.0236, -0.0304], [-0.0195, -0.0621, 0.0260], [0.0399, 0.0223, -0.0524], [-0.1474, 0.0834, 0.2587], [-0.0072, -0.0060, 0.0107], [0.0090, -0.0020, -0.0092], [-0.0195, 0.0124, 0.0236], [0.0712, -0.1623, -0.1784], [0.0584, 0.0079, 0.0202], [-0.0282, 0.0479, -0.0714], [0.0217, 0.0179, 0.0015], [-0.0248, 0.0237, -0.0006], [0.0421, -0.0050, 0.0273], [0.0405, 0.0283, 0.0274], [0.1133, -0.1207, 0.0376], [-0.2389, -0.1273, 0.1121], [-0.0915, 0.0497, -0.5293], [0.0063, 0.0015, 0.0011], [0.0138, -0.0067, -0.0034], [0.0034, -0.0047, 0.0031]]
}